C52H50Br2ClF11NO2PSi2 as an isolated structure at a distorted geometry, computed with ωB97M-V/def2-TZVPD.

For the HOMO energy, the calculation gives -0.316 Ha. For the LUMO energy, the calculation gives -0.01 eV.

XYZ file:
```
122
C52H50Br2ClF11NO2PSi2 | OMol25 | ωB97M-V/def2-TZVPD
C -5.24 -4.82 -8.79
H 3.93 1.28 -5.33
H -4.03 4.54 -1.37
C 3.11 7.74 -2.66
F 6.92 -0.16 -3.38
H 4.73 1.44 -3.00
C 0.55 -7.79 11.63
H -2.64 -1.66 3.35
C -0.97 0.75 2.39
H -2.03 0.03 -3.55
C -0.18 7.63 5.87
C 4.73 8.56 -4.25
H 5.42 8.41 -5.06
H -0.28 -0.08 2.34
H 4.55 -3.65 -1.87
C 5.19 -3.24 -2.63
C 5.54 -4.00 -3.73
C 3.69 10.07 -2.68
H 3.71 3.11 -1.46
Br -2.32 2.70 -2.93
H -0.45 -1.45 -4.72
Br -3.56 1.99 0.59
Si -0.71 4.08 0.00
P -1.90 4.62 -1.86
C -6.16 -5.86 -8.77
F -2.96 4.63 5.55
N -1.35 4.76 1.46
H -0.20 -9.69 12.26
C -2.31 -0.40 -4.50
C 2.46 2.83 -5.10
H 6.64 -4.06 -5.57
H -2.87 -0.96 1.74
H 0.21 -7.25 12.50
C 0.80 -9.82 10.37
C 5.66 -1.94 -2.51
C 0.31 -4.09 7.24
C 2.96 9.02 -2.15
C 1.89 3.75 -4.24
H -0.64 4.60 4.41
H 5.18 -5.02 -3.83
H -2.82 -6.26 -10.67
F -6.74 -8.04 -9.42
H -3.33 -4.14 -9.49
C -2.14 0.42 3.27
H 2.11 2.76 -6.12
C 6.47 -1.42 -3.50
C -1.40 7.74 6.53
H 0.63 -10.89 10.27
C -0.51 -3.82 6.15
C 4.00 7.51 -3.71
H -4.46 -8.13 -10.62
C -1.42 -1.24 -5.16
C -5.85 -7.03 -9.43
O -3.33 5.20 -1.23
F -2.43 -0.57 -1.05
C 6.83 -2.17 -4.60
H 1.38 -4.19 7.08
Si -1.42 1.34 0.67
C -4.04 -4.96 -9.47
C -3.89 -0.67 -6.29
H 0.55 8.42 5.96
H 0.56 4.76 -0.22
H 1.09 4.40 -4.56
C -1.59 -4.08 8.70
H -4.24 0.53 -4.55
H -4.85 -0.46 -6.75
C 2.36 3.82 -2.94
C -1.27 -0.19 -0.54
C -2.04 5.62 5.66
C 1.48 -9.13 9.38
F -0.49 0.12 -1.58
C -0.84 5.49 5.00
H -3.30 6.80 6.92
H 1.85 -9.65 8.51
F -3.33 -2.05 -8.11
C -3.75 -6.14 -10.13
F 5.27 10.85 -4.23
C 0.34 -9.15 11.49
C 3.48 2.00 -4.66
F -0.71 -1.25 0.03
H 7.46 -1.73 -5.36
H -1.08 -2.46 -6.90
C -2.99 -1.51 -6.92
H 2.22 -7.21 8.74
C -2.42 -3.80 7.62
C -2.34 6.73 6.42
F 1.44 -5.79 10.75
H 1.04 6.42 4.59
C 1.23 -7.12 10.63
H 2.27 9.19 -1.34
C -0.22 -4.22 8.51
C 1.70 -7.77 9.50
C 0.10 6.51 5.11
H -3.49 -3.68 7.75
C -1.87 -3.68 6.37
F -2.67 -3.42 5.32
H -2.01 -4.18 9.69
C 3.37 3.01 -2.48
C -2.96 -0.78 2.80
C -4.66 -7.19 -10.11
H 0.42 -4.43 9.35
H 2.55 6.92 -2.25
H -1.64 5.71 1.26
H -7.10 -5.76 -8.25
H 4.12 6.51 -4.11
C -1.76 -1.80 -6.38
H -1.61 8.61 7.13
H -4.00 -0.61 3.04
C -3.54 -0.12 -5.06
O -0.34 2.44 0.14
C 4.56 9.83 -3.72
H -2.78 1.27 3.42
C 3.94 2.09 -3.35
Cl -1.49 0.03 4.92
H 5.40 -1.32 -1.66
H -5.46 -3.89 -8.27
H 3.59 11.08 -2.29
C 6.36 -3.47 -4.72
F 1.80 4.72 -2.10
H -0.11 -3.72 5.15
H -2.12 4.24 1.87
H -0.41 1.57 2.83
```

***

C52H51I2N8O5P3Rb as an isolated structure at a distorted geometry, computed with ωB97M-V/def2-TZVPD.

For the HOMO energy, the calculation gives -0.182 Ha. Its total charge is -1. For the LUMO energy, the calculation gives 1.80 eV.

XYZ file:
```
122
C52H51I2N8O5P3Rb | OMol25 | ωB97M-V/def2-TZVPD
C -9.39 -23.63 7.06
H -4.79 -21.00 3.65
C -6.85 -17.76 2.35
H 0.04 -31.75 3.67
H -8.72 -28.77 3.08
P -4.17 -22.24 5.61
C -5.13 -29.85 6.34
C -0.38 -22.10 2.99
I 0.13 -24.69 9.53
C -4.25 -29.17 0.68
C -9.15 -21.91 2.30
H -3.87 -19.93 4.59
H -1.24 -19.13 8.16
H -3.62 -22.86 2.79
C -10.16 -22.94 9.19
C -2.70 -22.62 3.25
C -9.53 -21.33 4.99
H -3.45 -21.96 10.56
C -2.63 -28.41 2.53
O -5.82 -27.24 8.04
H -8.71 -21.98 10.50
C -10.40 -20.74 4.04
C -8.49 -22.17 4.57
C -7.47 -16.77 3.05
N -1.25 -28.35 5.26
H -7.76 -15.84 2.58
H -6.88 -22.15 8.89
H -1.99 -20.03 10.41
H -9.54 -24.19 6.12
C -7.19 -17.99 5.10
C 0.02 -31.70 4.78
H -5.25 -24.44 1.28
C -5.77 -30.86 5.68
O -4.99 -24.47 2.22
C -9.27 -28.32 5.14
H -8.22 -16.10 4.95
C -0.18 -28.35 6.11
C -6.73 -20.67 6.17
O -5.29 -26.92 3.05
H -2.31 -24.20 10.78
N -3.32 -28.26 1.29
H 0.50 -21.89 2.41
C -7.72 -16.90 4.41
H -3.73 -26.45 0.12
C -8.91 -22.42 9.50
H 1.09 -30.05 6.89
C -3.14 -26.94 0.91
H -1.72 -22.48 1.33
H 0.98 -32.09 5.19
N -0.30 -30.38 5.27
H -7.37 -18.06 6.16
C -10.41 -23.57 7.99
C -2.58 -22.46 4.68
H -6.77 -17.63 1.28
H -1.51 -25.65 11.44
C -2.32 -20.49 9.48
P -2.44 -29.96 3.37
H -4.23 -23.08 8.54
H -2.49 -19.92 6.15
C -6.99 -26.81 7.79
H -8.92 -22.05 1.25
C -2.63 -20.45 7.10
Rb -4.12 -26.36 5.63
H -4.45 -32.55 3.16
N -5.10 -31.00 4.45
P -7.18 -22.54 5.81
C -4.68 -20.66 4.68
H -11.37 -24.07 7.81
C -7.17 -27.74 4.20
H -5.61 -31.42 2.49
H -6.21 -32.60 3.69
C -8.37 -22.57 3.23
H -4.33 -28.90 -0.41
H -9.39 -27.94 7.30
H -3.95 -30.23 0.77
C -0.24 -21.97 4.38
C -3.45 -21.62 7.14
N -5.91 -20.04 5.15
C -6.31 -18.89 2.96
H -5.37 -29.37 7.26
N -4.04 -29.38 5.60
H -0.75 -32.42 5.14
C -1.30 -22.29 5.23
H -10.32 -28.58 5.11
C -3.16 -21.59 9.57
C -5.37 -31.98 3.40
C -1.76 -25.10 10.55
H 0.72 -21.63 4.75
C -1.99 -19.95 8.23
N -6.73 -27.32 5.39
H -10.89 -20.71 1.91
I -3.15 -26.30 9.45
H -1.94 -25.32 1.88
C -6.44 -18.96 4.39
C -3.96 -30.11 4.47
N -2.00 -27.22 2.86
H -1.14 -22.39 6.34
C -7.86 -22.50 8.61
C -3.69 -22.16 8.41
H -11.18 -20.05 4.37
H -7.59 -23.32 2.95
C -2.33 -26.36 1.87
H -9.72 -21.08 6.06
C -8.80 -27.85 6.36
C -10.23 -21.06 2.69
H 0.05 -27.48 6.67
H -10.99 -22.78 9.88
C -8.44 -28.34 4.04
H -6.64 -31.43 6.06
O -7.75 -26.11 8.44
C -1.24 -29.55 4.63
C -1.61 -22.44 2.42
H -7.62 -20.10 6.33
C -6.27 -27.70 2.99
H -5.11 -25.44 2.46
H -5.83 -19.68 2.38
C -8.16 -22.93 7.29
H -6.18 -20.73 7.10
O -6.52 -28.55 2.12
C 0.34 -29.65 6.23
C -7.51 -27.32 6.44
H -5.26 -29.06 1.17
```

***

C52H52BrFeGeN5O as an isolated structure, computed with ωB97M-V/def2-TZVPD.

For the HOMO energy (alpha / beta), the calculation gives -0.576 / -0.576 Ha. Its total charge is +3. As for the spin multiplicity: 6. For the LUMO energy (alpha / beta), the calculation gives -8.13 / -9.58 eV. Its energy relative to the best compared isomer or geometry (same formula, charge and spin) is 0.000 eV.

XYZ file:
```
113
C52H52BrFeGeN5O | OMol25 | ωB97M-V/def2-TZVPD
C -1.19 -2.09 2.60
C -1.26 1.23 -5.34
C -3.22 1.28 -0.71
C 1.50 1.94 2.54
C 5.03 -0.87 -3.18
Br 7.46 -2.10 -2.38
H 6.17 -0.96 0.00
C 3.99 0.34 0.72
H 2.40 -2.03 -0.78
H -3.49 -1.30 1.43
O 2.36 1.04 -1.53
C 1.23 2.58 3.76
C 3.49 0.27 -1.71
H -5.92 2.09 -0.72
C 0.72 6.15 -0.38
H -0.51 -5.99 4.77
H -0.60 4.14 -2.75
C -1.68 -0.35 0.84
H -6.95 0.35 1.54
H 0.49 7.07 0.15
C 1.44 -3.18 -2.30
H -1.14 6.15 -1.46
C 0.21 3.56 3.76
C -0.62 0.64 -6.42
C -0.53 -2.18 -3.18
H 3.21 3.90 -0.77
H -5.31 -1.64 -1.21
N 0.54 -1.05 1.33
C 5.87 -1.16 -2.11
H -1.34 2.15 -1.24
H -1.03 2.21 -3.46
C 3.85 -0.16 -2.98
H 4.09 -0.03 3.49
H 1.79 2.72 5.84
H 2.46 -1.74 1.67
C -0.15 -5.28 4.02
C 3.29 0.69 3.55
H -6.80 -1.45 -0.28
H 1.08 -5.00 -4.21
C -0.51 1.74 -4.29
C 1.32 3.82 -1.81
C -6.07 1.03 -0.94
C -0.34 -1.13 -2.31
C 0.10 4.48 -1.99
H -2.34 1.33 -5.34
H -0.42 -2.38 5.92
C 1.51 1.08 -5.40
H 4.82 0.45 1.43
H 3.20 0.03 -3.81
H -0.35 -4.05 6.49
H -0.59 -5.08 -3.67
H 5.29 -1.20 -4.17
Ge 1.97 2.40 -2.91
H -5.35 -2.03 0.52
C 0.88 1.66 -4.30
H 1.82 -3.41 3.32
H 1.27 0.13 -7.31
C 2.24 4.37 -0.90
C -3.05 -0.52 0.83
H -5.42 -0.16 2.25
C -0.17 3.10 1.45
H 3.57 1.02 5.66
C 0.37 -3.25 -3.19
H -0.18 -4.11 -5.08
C -5.72 -1.34 -0.24
C 2.99 1.30 4.79
C -0.29 -2.91 3.26
C -5.38 0.13 0.08
Fe 1.01 0.55 -0.04
H -2.71 -4.28 3.61
C -0.07 -3.38 5.67
C -0.69 -3.88 4.36
H -1.04 -0.30 -2.30
N 2.79 0.58 1.11
C -0.20 5.63 -1.29
C 1.94 5.51 -0.19
H -1.20 0.26 -7.25
C -0.76 -1.19 1.64
C -3.87 0.30 0.05
H -2.45 -4.68 5.30
C 0.77 0.57 -6.45
H -0.02 4.09 4.68
H -0.51 -5.62 3.05
C 5.52 -0.74 -0.84
C -2.21 -3.95 4.52
C -5.87 0.48 1.49
H -5.75 0.83 -1.96
H -3.78 1.96 -1.34
N 0.77 2.17 1.40
H 2.60 1.06 -5.48
H -5.65 1.52 1.74
H -2.64 -2.99 4.84
H 3.43 2.58 -3.30
H -1.23 4.59 2.57
C 2.00 2.23 4.89
C 0.17 -4.42 -4.09
C -0.46 3.83 2.61
H 2.18 -3.97 -2.26
C 2.57 1.03 2.44
H -0.72 3.28 0.54
H 1.02 -3.36 5.62
H -1.38 -2.16 -3.85
H -2.24 -2.14 2.84
N -1.08 0.59 0.10
H 2.67 5.94 0.49
H -7.15 0.85 -0.90
C -1.85 1.39 -0.66
C 1.05 -2.79 2.88
C 1.57 -2.09 -1.47
H 0.94 -5.32 4.03
C 4.32 -0.05 -0.63
C 1.42 -1.86 1.94
N 0.70 -1.06 -1.45
```

***

C52H53As2BBrN2NiO5S as an isolated structure at a distorted geometry, computed with ωB97M-V/def2-TZVPD.

For the HOMO energy (alpha / beta), the calculation gives -0.374 / -0.374 Ha. Its total charge is +1. For the LUMO energy (alpha / beta), the calculation gives -4.13 / -4.36 eV. Its energy relative to the best compared isomer or geometry (same formula, charge and spin) is 2.964 eV.

XYZ file:
```
118
C52H53As2BBrN2NiO5S | OMol25 | ωB97M-V/def2-TZVPD
C 4.65 1.88 -2.12
H -2.81 2.36 1.36
H 1.21 3.59 -2.40
H 3.01 4.08 2.05
C 7.65 -1.38 -1.84
C 0.72 -2.93 -0.98
O -0.73 2.62 -0.20
H 4.06 -4.39 1.96
C -5.98 -2.82 -0.48
H -2.40 6.72 0.82
H -6.90 5.05 -0.76
C 3.62 -3.90 -1.35
H -4.43 -0.53 -0.90
S -0.11 1.66 3.01
C -3.10 4.19 0.30
C 3.32 -3.90 0.00
C 5.50 -0.90 -0.86
H 0.54 0.00 4.64
H -5.93 -1.64 -2.30
C 7.47 -0.98 0.51
H 1.39 2.51 4.70
H -7.54 -2.02 -1.72
C -1.97 -2.07 0.86
C -0.43 -4.13 -2.73
H -0.37 -0.82 -3.39
C 2.88 -0.37 0.65
C 6.11 -0.81 0.39
C -0.18 -1.75 -2.87
H -1.15 -2.95 -4.36
H -6.88 -1.95 1.29
As 1.64 -3.20 0.74
H 5.09 -4.29 -2.86
O -0.73 -1.58 1.18
Br -0.01 8.31 1.57
H 1.92 -1.25 2.35
H -1.15 0.51 4.85
C -0.39 0.24 4.13
Ni 0.58 1.28 0.85
H 2.87 -3.61 -2.08
C -2.56 -3.28 1.16
C -0.65 3.87 0.32
C 0.82 5.62 1.10
C 5.55 -4.72 0.46
C -3.85 -3.47 0.71
C 4.29 -4.34 0.90
H 9.31 -1.39 -0.50
H 5.45 3.72 -2.84
C -3.94 -1.31 -0.33
H -6.60 -0.78 -0.90
H -7.66 1.14 0.83
C 2.17 3.11 -2.31
C 3.51 1.18 -1.75
C 0.24 -4.12 -1.52
H -0.31 2.88 5.09
H -1.66 2.35 -0.33
H 0.54 3.82 3.84
H 7.94 -0.88 1.49
C -6.95 1.91 0.59
H -8.46 3.21 -0.19
As 3.58 -0.71 -1.18
B -0.68 -0.29 0.64
O -1.87 0.00 0.00
O -1.46 2.11 2.63
C 6.28 -1.21 -1.96
C -6.00 -4.15 -1.24
H -2.03 -4.04 1.71
C -5.61 1.72 0.88
H 3.29 4.38 0.30
C -5.20 3.96 -0.01
H -7.89 -3.16 0.48
C -6.87 -2.91 0.77
C 3.32 3.81 -2.67
H 6.82 -4.99 -1.24
C -1.76 4.72 0.44
C -1.55 6.06 0.78
H -4.33 -4.41 0.95
C -6.54 -1.74 -1.41
C -0.28 6.49 1.09
C -6.55 4.13 -0.31
C -2.66 -1.11 0.13
C -4.56 -2.52 -0.04
H 3.25 4.82 -3.05
C 0.48 -1.75 -1.66
C 0.63 4.31 0.72
H 8.25 -1.61 -2.71
C -4.74 2.76 0.58
H 0.39 -5.05 -0.98
C 4.56 3.19 -2.57
H -0.71 -0.60 3.53
H 5.53 -0.59 1.27
C -0.63 -2.94 -3.41
H -5.72 -4.99 -0.60
C 2.54 -1.57 1.51
H 6.30 -5.05 1.17
C 0.44 2.84 4.30
C 2.91 3.67 1.04
H -5.25 0.80 1.33
H 3.49 2.75 0.96
C 5.84 -4.69 -0.89
H -7.00 -4.35 -1.62
H 5.61 1.40 -2.06
H -5.32 -4.12 -2.08
H -6.51 -3.67 1.46
N -4.14 4.82 -0.16
C 8.24 -1.26 -0.60
H 1.95 0.26 0.52
H 3.47 -2.01 1.92
C 4.88 -4.29 -1.80
C 2.27 1.81 -1.86
O 1.57 3.31 0.76
H 5.80 -1.32 -2.93
H 1.78 5.99 1.39
H 3.62 0.25 1.17
C -7.40 3.10 0.01
H 1.35 1.28 -1.59
H 0.77 -0.79 -1.22
H -0.79 -5.06 -3.14
N -3.39 2.91 0.73
```